Below is a molecular structure, C42H50BrN3OP2Ti in a non-equilibrium geometry, with properties calculated with ωB97M-V/def2-TZVPD.

Geometry as XYZ:
```
100
Properties=species:S:1:pos:R:3:forces:R:3:mulliken_charge:R:1
Ti -0.5150 0.0219 -0.0130 -1.09 -0.18 -0.38 -0.65
C 1.4476 -3.6097 -1.5639 0.00 0.07 -0.07 -1.52
C 2.1936 -3.2845 -0.2741 0.04 -0.15 0.04 0.59
C 3.6170 -2.8164 -0.5885 0.06 0.05 -0.03 -1.49
P 1.3367 -2.0384 0.7960 -0.20 0.28 -0.02 2.02
C 2.4843 -1.9953 2.2547 0.19 -0.06 0.05 0.23
C 2.8829 -3.3730 2.7839 0.01 -0.04 0.02 -1.58
C 1.9249 -1.1622 3.4018 -0.05 -0.01 0.05 -1.37
C -0.1351 -2.9048 1.4574 0.04 -0.17 0.06 -1.15
C -0.3026 -4.2877 1.4784 -0.01 0.06 0.01 0.16
C -1.4754 -4.8733 1.9406 0.02 0.01 -0.01 0.48
C -1.6311 -6.3687 1.9805 0.01 -0.08 -0.03 -1.83
C -2.5120 -4.0367 2.3437 -0.04 0.02 -0.01 -0.89
C -2.3772 -2.6600 2.3052 0.01 -0.13 -0.08 0.28
C -1.1770 -2.0840 1.9005 0.16 0.38 -0.03 -1.08
N -0.9718 -0.6682 1.8717 -0.21 -0.05 0.21 1.23
C -1.0142 -0.0078 3.1083 0.08 -0.13 -0.44 -0.56
C -1.4036 -0.6340 4.3039 -0.01 0.10 0.11 -0.88
C -1.4369 0.0523 5.5032 -0.02 -0.02 0.00 -1.60
C -1.0907 1.3955 5.5956 0.00 -0.03 -0.09 0.40
C -1.1543 2.1551 6.8911 -0.01 0.02 0.10 -1.50
C -0.6674 2.0022 4.4244 0.11 0.02 0.00 -0.17
C -0.5849 1.3348 3.2026 -0.09 0.07 0.09 0.07
P -0.0125 2.1453 1.6833 0.07 -0.50 -0.09 1.51
C -1.0308 3.6936 1.5859 0.02 0.17 -0.04 1.13
C -2.5036 3.3932 1.8616 -0.07 0.01 0.03 -1.68
C -0.5845 4.8891 2.4305 -0.02 0.07 0.06 -1.56
C 1.7341 2.7727 1.9122 0.03 0.11 -0.02 0.18
C 2.2275 2.9890 3.3402 -0.04 -0.05 0.06 -1.67
C 2.7273 1.9127 1.1279 0.05 -0.03 -0.06 -1.40
H 2.0205 -4.3535 -2.1241 -0.04 -0.01 -0.01 0.55
H 1.3201 -2.7264 -2.1916 0.02 0.03 0.01 0.18
H 0.4480 -3.9912 -1.3771 -0.04 -0.03 0.04 0.08
H 2.2749 -4.2075 0.3075 0.00 0.02 -0.02 0.41
H 3.6315 -1.8135 -1.0235 -0.03 0.01 0.00 0.11
H 4.0718 -3.4850 -1.3223 0.00 -0.03 0.02 0.50
H 4.2638 -2.7981 0.2882 -0.02 0.00 0.02 0.34
H 3.3797 -1.4900 1.8721 -0.01 0.00 0.02 0.62
H 1.9969 -3.9491 3.0601 -0.01 0.02 0.01 0.24
H 3.4938 -3.2629 3.6829 0.02 0.01 0.00 0.49
H 3.4578 -3.9608 2.0681 0.00 0.02 0.00 0.34
H 1.0883 -1.6747 3.8811 0.01 -0.01 -0.02 0.26
H 1.5572 -0.1858 3.0909 0.06 0.01 -0.06 -0.13
H 2.6993 -1.0133 4.1582 0.00 0.00 0.01 0.61
H 0.4917 -4.9352 1.1250 0.01 -0.01 -0.01 0.27
H -0.8362 -6.8621 1.4205 0.00 0.01 -0.01 0.38
H -2.5855 -6.6778 1.5512 0.00 0.00 0.01 0.37
H -1.5948 -6.7508 3.0028 -0.01 0.04 0.02 0.34
H -3.4542 -4.4693 2.6617 0.00 0.00 0.00 0.37
H -3.2072 -2.0202 2.5771 0.00 0.02 0.00 0.65
H -1.6777 -1.6760 4.3106 -0.01 -0.02 -0.02 0.47
H -1.7522 -0.4796 6.3946 0.01 0.00 0.01 0.31
H -1.4888 1.5122 7.7052 0.00 -0.01 -0.01 0.39
H -1.8479 2.9962 6.8330 -0.01 0.00 -0.03 0.32
H -0.1780 2.5574 7.1698 0.01 0.00 -0.01 0.33
H -0.3772 3.0432 4.4698 0.05 0.00 0.01 0.33
H -0.9372 3.9860 0.5357 0.02 -0.01 0.00 0.21
H -2.6601 3.1785 2.9205 0.01 0.00 -0.02 0.35
H -2.8650 2.5490 1.2782 0.03 -0.02 -0.02 0.21
H -3.1033 4.2712 1.6077 -0.01 0.00 0.00 0.48
H -0.7915 4.7344 3.4903 0.01 0.01 -0.03 0.25
H -1.1575 5.7687 2.1263 -0.01 -0.01 -0.01 0.50
H 0.4702 5.1408 2.3228 0.00 -0.03 -0.03 0.34
H 1.7031 3.7458 1.4089 0.01 0.00 0.02 0.82
H 2.1924 2.0635 3.9174 0.00 -0.03 -0.01 0.23
H 1.6490 3.7352 3.8816 -0.06 0.02 -0.01 0.30
H 3.2651 3.3298 3.3163 0.00 0.01 0.01 0.53
H 2.6484 0.8518 1.3715 -0.04 -0.03 0.06 0.13
H 3.7500 2.2287 1.3478 0.01 0.02 0.00 0.62
H 2.5757 2.0134 0.0536 -0.02 0.02 0.07 0.13
Br -6.7458 -2.4600 -0.3272 -0.05 -0.01 0.01 -0.24
C -4.8862 -2.2603 -0.6611 0.09 0.03 -0.01 -0.40
C -4.0879 -3.3838 -0.7807 0.04 0.00 0.00 -0.45
C -2.7169 -3.2490 -0.9746 -0.21 -0.04 0.05 -0.80
C -2.1584 -1.9791 -1.0294 0.49 0.09 -0.01 0.31
O -0.8422 -1.7532 -1.0540 -0.14 -0.16 0.24 -0.24
C -2.9969 -0.8390 -1.0021 0.01 0.03 -0.20 -0.08
C -2.1857 0.3424 -1.3947 0.81 0.23 1.06 0.11
N -1.9151 1.5031 -0.6939 -0.07 -0.59 -0.37 -0.14
C -1.2440 2.4269 -1.5215 0.37 0.10 -0.05 -0.70
C -1.8191 3.5863 -1.9724 -0.05 0.10 0.00 -0.12
C -1.1151 4.4935 -2.7983 -0.11 -0.08 0.09 -0.88
C 0.1619 4.2354 -3.2032 0.09 -0.13 0.04 -1.00
C 0.7937 3.0368 -2.7868 0.17 0.21 -0.18 0.72
C 2.0941 2.6575 -3.2079 0.00 0.09 -0.07 -0.95
C 2.6322 1.4689 -2.8136 -0.30 -0.19 0.28 -0.74
C 1.8785 0.6548 -1.9344 0.12 0.21 -0.25 -0.27
N 0.6867 0.9901 -1.5055 0.10 0.37 -0.30 1.47
C 0.1038 2.1582 -1.9415 -0.25 -0.27 0.20 0.60
C -4.3558 -0.9816 -0.8025 -0.09 0.16 -0.05 -0.04
H -4.5272 -4.3687 -0.6928 -0.02 0.00 0.00 0.48
H -2.0790 -4.1213 -1.0141 0.03 -0.01 0.00 0.53
H -1.8309 0.2812 -2.4264 0.03 -0.02 0.04 0.22
H -2.8377 3.7994 -1.6722 0.00 0.01 -0.01 0.49
H -1.6109 5.4004 -3.1186 0.00 0.01 0.00 0.42
H 0.6995 4.9201 -3.8462 0.00 0.01 -0.01 0.42
H 2.6449 3.3227 -3.8629 -0.01 0.00 0.00 0.42
H 3.6106 1.1387 -3.1298 0.01 0.04 -0.03 0.52
H 2.2826 -0.2781 -1.5625 -0.06 -0.01 0.03 -0.18
H -5.0020 -0.1133 -0.7808 -0.01 -0.01 0.02 0.57
```
Forces are in eV/Å.

Results
Energy above the lowest of the compared OMol25 structures with the same formula, charge and spin, kJ/mol: 0.0
HOMO level (spin up / spin down), hartree: -0.225 / -0.235
Max |F|, eV/A: 1.35
Gap between HOMO and LUMO (spin up / spin down), eV: 5.521 / 5.778
E_tot, Eh: -5976.23363

Below is a molecular structure, C30H41CoN2O5PS, with properties calculated with ωB97M-V/def2-TZVPD.

Geometry as XYZ:
```
81
Properties=species:S:1:pos:R:3:forces:R:3:mulliken_charge:R:1
Co -0.5378 2.0808 1.6410 -0.01 0.10 -0.02 -0.62
O 3.3528 2.4452 3.6691 0.05 0.00 0.03 -0.49
C 2.2493 2.1583 2.9635 0.06 -0.09 0.16 0.05
O 1.9874 2.6613 1.9060 -0.06 0.12 -0.18 -0.41
C 1.4000 1.1228 3.6238 0.02 0.00 -0.02 0.58
C 1.8331 0.3432 4.6769 -0.01 0.01 0.06 -0.73
C 0.9763 -0.6401 5.1610 0.03 -0.06 0.01 -0.50
C -0.2539 -0.8217 4.5620 -0.01 0.01 -0.05 -0.72
C -0.6199 0.0141 3.5124 -0.07 0.06 0.13 0.39
N 0.1937 0.9683 3.0745 -0.07 0.03 -0.02 0.70
C -1.9378 -0.1442 2.7444 0.25 -0.12 -0.36 0.49
O -2.5035 -1.2295 2.8694 -0.15 0.00 0.15 -0.77
O -2.2133 0.8231 1.9816 -0.04 0.01 0.20 -0.57
H 3.8408 3.1212 3.1765 -0.01 0.01 -0.02 0.38
H 2.8120 0.5025 5.1034 0.00 0.01 -0.01 0.56
H 1.2850 -1.2653 5.9885 -0.01 -0.01 0.00 0.45
H -0.9492 -1.5930 4.8614 0.00 0.01 0.01 0.60
S -1.0960 3.9539 2.9165 0.07 -0.06 0.02 -0.54
C -1.6075 4.3858 1.3253 -0.06 -0.01 -0.08 0.62
C -2.2605 5.5464 0.8892 0.05 -0.04 0.02 -0.77
C -2.5653 5.6653 -0.4474 -0.02 0.00 -0.03 -0.01
C -2.2348 4.6441 -1.3424 -0.03 0.02 -0.02 -1.42
C -1.6091 3.5237 -0.8442 0.07 0.01 0.09 0.10
N -1.3108 3.4068 0.4494 0.00 0.00 -0.04 0.26
H -2.5072 6.3197 1.6024 0.01 0.00 0.01 0.42
H -3.0672 6.5556 -0.8062 0.01 0.00 -0.01 0.39
H -2.4643 4.7196 -2.3954 0.00 0.00 0.00 0.42
H -1.3148 2.6944 -1.4745 -0.01 -0.01 -0.01 0.69
O 0.1167 0.8435 0.1941 0.01 0.04 -0.01 0.26
P 0.0337 -0.4100 -0.6386 -0.07 0.05 0.01 -0.42
C 0.1830 -1.8946 0.3835 0.05 -0.07 -0.02 0.53
C 1.3855 -1.8833 1.3431 0.02 0.04 0.03 0.64
C 1.5064 -3.2622 1.9832 0.00 -0.01 0.01 -1.05
C 1.9294 -4.3060 0.9342 0.01 0.00 0.00 -0.87
C 1.4724 -3.9097 -0.4769 0.02 0.02 0.01 -0.83
C 0.1203 -3.2048 -0.4432 -0.03 -0.01 0.03 -0.84
C -1.5699 -0.5136 -1.5138 0.00 0.06 -0.05 0.23
C -1.6356 -1.2559 -2.8808 0.00 0.05 0.01 -0.99
C -2.5901 -2.4482 -2.8491 -0.02 -0.01 0.00 -0.84
C -4.0143 -2.0238 -2.4717 0.01 0.00 0.00 -0.77
C -4.0144 -0.9434 -1.3733 -0.01 0.00 0.01 -0.97
C -2.7113 -0.9559 -0.5819 0.04 0.00 0.08 -0.15
C 1.3580 -0.3348 -1.8917 0.05 -0.01 0.03 0.16
C 2.7390 -0.1038 -1.2286 -0.01 -0.03 0.01 -0.42
C 3.6863 0.6228 -2.1784 0.02 -0.03 -0.01 -1.22
C 3.1955 2.0479 -2.4598 -0.02 0.01 -0.01 -0.92
C 1.6603 2.1175 -2.4617 0.01 0.01 -0.04 -0.14
C 1.0626 0.7871 -2.9180 -0.02 0.01 -0.01 -1.07
H -0.7144 -1.8365 1.0105 -0.02 0.00 0.01 0.23
H 1.2410 -1.1082 2.0948 0.03 -0.06 -0.04 -1.12
H 2.3160 -1.6430 0.8244 -0.04 -0.02 0.04 0.46
H 0.5366 -3.5267 2.4156 0.00 0.00 0.00 0.38
H 2.2189 -3.2450 2.8101 0.01 0.01 0.00 0.45
H 1.5160 -5.2826 1.1958 -0.01 0.01 0.00 0.35
H 3.0159 -4.4200 0.9415 0.00 0.00 -0.01 0.35
H 1.4226 -4.7894 -1.1204 0.00 -0.01 0.00 0.57
H 2.2089 -3.2415 -0.9342 0.02 0.01 0.00 0.08
H -0.6219 -3.8711 0.0051 0.00 0.00 -0.01 0.57
H -0.2260 -3.0185 -1.4612 0.02 0.01 0.00 0.13
H -1.7424 0.5524 -1.7070 -0.03 -0.02 0.01 0.33
H -0.6518 -1.5713 -3.2305 0.04 -0.03 0.02 0.38
H -1.9970 -0.5517 -3.6359 0.00 0.00 -0.01 0.61
H -2.2313 -3.1890 -2.1317 0.01 0.01 0.01 0.12
H -2.5870 -2.9442 -3.8221 -0.01 0.01 0.00 0.55
H -4.5665 -2.9023 -2.1312 0.00 0.00 -0.01 0.37
H -4.5381 -1.6562 -3.3575 0.01 0.01 -0.01 0.35
H -4.8625 -1.0789 -0.7018 0.01 -0.01 0.01 0.43
H -4.1357 0.0487 -1.8198 0.00 0.00 0.00 0.31
H -2.5311 -1.9613 -0.1896 -0.01 -0.02 -0.04 0.23
H -2.7656 -0.2992 0.2874 -0.04 0.00 -0.11 -0.08
H 1.3725 -1.2984 -2.4090 0.00 -0.02 -0.02 0.93
H 3.1710 -1.0620 -0.9368 0.00 0.01 0.00 0.39
H 2.6206 0.4915 -0.3177 -0.01 0.00 -0.01 -0.10
H 3.7609 0.0545 -3.1107 -0.01 0.01 0.00 0.36
H 4.6926 0.6457 -1.7560 0.00 -0.01 0.00 0.48
H 3.5932 2.3856 -3.4198 -0.01 0.00 0.00 0.32
H 3.5869 2.7296 -1.7016 -0.01 0.00 0.00 0.37
H 1.3178 2.9273 -3.1088 0.00 -0.01 -0.01 0.61
H 1.2963 2.3429 -1.4588 -0.02 -0.01 0.05 -0.23
H 1.5013 0.5030 -3.8788 -0.01 0.01 -0.01 0.49
H -0.0089 0.8849 -3.1030 0.01 0.01 0.03 0.42
```
Forces are in eV/Å.

Results
Spin multiplicity: 2
HOMO level (spin up / spin down), hartree: -0.268 / -0.268
Max |F|, eV/A: 0.45
Gap between HOMO and LUMO (spin up / spin down), eV: 7.120 / 7.102
E_tot, Eh: -3775.96227